This record from OMol25 describes C56H45O3P3SSe2Ti as an isolated structure. The level of theory is ωB97M-V/def2-TZVPD.

Structure (ORCA input):
```
! RIJCOSX wB97M-V def2-TZVPD def2/J DEFGRID3
* xyz 0 3
Ti -0.34 -0.41 -0.18
O 2.76 -2.44 -0.72
S 1.84 -1.42 -1.28
C 2.86 -0.09 -1.93
C 4.10 -0.48 -2.40
C 4.93 0.47 -2.97
C 4.49 1.78 -3.08
C 3.26 2.16 -2.57
C 2.43 1.23 -1.94
P 0.93 1.76 -1.01
C 0.24 3.04 -2.12
C -0.26 4.24 -1.62
C -0.84 5.17 -2.49
C -0.93 4.90 -3.85
C -0.44 3.70 -4.34
C 0.14 2.77 -3.48
C 1.58 2.70 0.42
C 2.88 3.16 0.59
C 3.23 3.86 1.73
C 2.28 4.14 2.71
C 0.98 3.68 2.55
C 0.63 2.96 1.41
C 1.06 -2.12 -2.75
C 1.58 -1.99 -4.02
C 0.90 -2.56 -5.09
C -0.29 -3.24 -4.87
C -0.80 -3.37 -3.58
C -0.13 -2.83 -2.50
P -0.74 -2.90 -0.74
C -2.48 -3.45 -0.87
C -3.40 -2.57 -1.43
C -4.76 -2.86 -1.42
C -5.20 -4.04 -0.83
C -4.29 -4.92 -0.26
C -2.93 -4.62 -0.27
C 0.20 -4.39 -0.21
C 1.03 -4.33 0.90
C 1.78 -5.44 1.29
C 1.69 -6.62 0.57
C 0.87 -6.69 -0.55
C 0.13 -5.57 -0.94
H 4.40 -1.52 -2.30
H 5.91 0.18 -3.34
H 5.13 2.53 -3.55
H 2.95 3.20 -2.63
H -0.20 4.47 -0.57
H -1.23 6.10 -2.09
H -1.38 5.62 -4.52
H -0.50 3.48 -5.40
H 0.52 1.84 -3.88
H 3.64 2.95 -0.16
H 4.25 4.20 1.86
H 2.56 4.69 3.60
H 0.23 3.87 3.31
H -0.37 2.56 1.31
H 2.49 -1.44 -4.19
H 1.30 -2.47 -6.09
H -0.83 -3.66 -5.71
H -1.74 -3.89 -3.42
H -3.07 -1.63 -1.87
H -5.46 -2.17 -1.85
H -6.26 -4.27 -0.81
H -4.63 -5.83 0.21
H -2.23 -5.30 0.20
H 1.13 -3.41 1.45
H 2.42 -5.37 2.16
H 2.27 -7.48 0.87
H 0.81 -7.60 -1.13
H -0.50 -5.64 -1.82
Se -1.72 -2.59 2.71
P 0.02 -1.56 3.38
Se 1.17 -0.40 1.91
C 1.21 -2.64 4.23
C 0.91 -3.97 4.45
C 1.83 -4.81 5.07
C 3.06 -4.30 5.48
C 3.37 -2.96 5.26
C 2.45 -2.13 4.64
C -0.45 -0.30 4.61
C -1.03 0.88 4.15
C -1.52 1.81 5.05
C -1.44 1.57 6.42
C -0.86 0.39 6.88
C -0.37 -0.55 5.98
H -0.06 -4.35 4.13
H 1.60 -5.85 5.24
H 3.79 -4.95 5.95
H 4.32 -2.56 5.58
H 2.69 -1.09 4.46
H -1.09 1.06 3.08
H -1.97 2.73 4.68
H -1.82 2.30 7.12
H -0.80 0.20 7.94
H 0.07 -1.46 6.35
C -2.09 0.46 -3.91
C -1.92 0.46 -2.43
O -0.90 -0.27 -1.97
C -2.83 1.14 -1.56
C -3.89 1.89 -2.13
C -4.81 2.58 -1.36
C -4.72 2.52 0.04
C -3.71 1.77 0.62
C -2.78 1.10 -0.14
O -1.82 0.38 0.51
H -1.22 -0.02 -4.36
H -2.20 1.46 -4.33
H -2.98 -0.12 -4.22
H -3.99 1.93 -3.21
H -5.60 3.15 -1.83
H -5.44 3.05 0.66
H -3.64 1.68 1.70
*
```

HOMO-LUMO gap (alpha / beta) in eV: 5.658 / 7.252
Calculated total energy in Ha: -9461.405034
HOMO energy (alpha / beta) in eV: -5.590 / -7.284
⟨S²⟩: 2.034